a | Molecular formula: CH3N3O3
Method: DFT, ωB97M-V/def2-TZVPD

Computed properties:
- SMILES = [H]/N=[N+](\N)[O-].O=C=O

ORCA input file:
```
! RIJCOSX wB97M-V def2-TZVPD def2/J DEFGRID3
* xyz 0 1
C 0.921 -2.253 -0.179
N -0.232 -0.237 0.788
N -0.752 1.663 -0.327
N 0.089 0.924 0.501
O 1.106 1.543 0.744
O 1.849 -1.749 -0.606
O 0.005 -2.835 0.171
H -1.100 -0.487 0.485
H -1.695 1.434 -0.468
H -0.191 1.998 -1.109
*
```

=====

b | Molecular formula: CH3N3O3
Method: DFT, ωB97M-V/def2-TZVPD

Computed properties:
- SMILES = [O-][N+]1=NN1.O=CO

ORCA input file:
```
! RIJCOSX wB97M-V def2-TZVPD def2/J DEFGRID3
* xyz 0 1
C -2.154 0.489 0.112
N 1.285 -0.289 0.350
N 2.239 -1.104 -0.473
N 2.669 -0.121 0.065
O -2.456 -0.767 0.245
O 3.488 0.734 0.253
O -1.186 0.876 -0.539
H -3.023 1.090 0.462
H 0.768 0.368 -0.347
H -1.631 -1.276 -0.129
*
```

=====

Least stable of them? b.

=====

a | Molecular formula: C6H7N3O
Method: DFT, ωB97M-V/def2-TZVPD

Computed properties:
- SMILES = CC1=C=NC(=O)N(C)N=C1

ORCA input file:
```
! RIJCOSX wB97M-V def2-TZVPD def2/J DEFGRID3
* xyz 0 1
C 1.727 0.255 0.803
C 0.014 -0.518 -0.036
C 0.328 2.618 1.202
C 1.446 -0.880 0.088
C 2.152 -2.077 -0.295
C -1.845 2.626 0.168
N 1.457 1.337 1.307
N -0.758 0.514 0.150
N -0.518 1.920 0.408
O 0.462 3.663 1.691
H -0.542 -1.437 -0.195
H 2.995 -2.594 0.376
H 2.594 -2.006 -1.254
H 1.480 -2.924 -0.436
H -2.642 2.101 0.717
H -1.856 3.726 0.484
H -2.061 2.796 -0.812
*
```

=====

b | Molecular formula: C6H7N3O
Method: DFT, ωB97M-V/def2-TZVPD

ORCA input file:
```
! RIJCOSX wB97M-V def2-TZVPD def2/J DEFGRID3
* xyz 0 1
C -1.961 -0.836 0.795
C -1.740 2.416 -0.393
C -1.077 0.113 0.234
C 0.467 -0.037 0.110
C 1.033 -1.145 0.922
C 0.721 -0.409 -1.443
N -2.628 -1.743 1.102
N -1.483 1.281 -0.169
N 0.865 1.262 0.322
O 1.785 1.526 1.099
H -2.177 3.300 -0.772
H 2.052 -1.184 0.640
H 0.658 -2.135 0.770
H 1.089 -0.928 1.997
H 1.512 0.215 -1.809
H -0.172 -0.253 -1.960
H 1.056 -1.443 -1.446
*
```

=====

c | Molecular formula: C6H7N3O
Method: DFT, ωB97M-V/def2-TZVPD

Computed properties:
- SMILES = CCc1noc(N)c1C#N

ORCA input file:
```
! RIJCOSX wB97M-V def2-TZVPD def2/J DEFGRID3
* xyz 0 1
N -0.599 -2.984 -0.502
C -0.949 -1.886 -0.363
N -1.530 1.723 0.086
O -2.824 1.149 0.199
C -0.686 0.729 -0.094
C -1.399 -0.547 -0.117
C -2.686 -0.190 0.092
N -3.687 -1.123 0.209
C 1.246 0.426 -1.665
C 0.817 0.851 -0.256
H -4.544 -0.762 0.626
H -3.377 -2.084 0.381
H 2.292 0.667 -1.818
H 0.610 0.908 -2.388
H 1.087 -0.687 -1.768
H 1.392 0.241 0.462
H 1.053 1.906 -0.152
*
```

=====

Least stable of them? b.

=====

a | Molecular formula: C5H36N2O12
Method: DFT, ωB97M-V/def2-TZVPD

Computed properties:
- SMILES = CN[C@H](CO)CCN.O.O.O.O.O.O.O.O.O.O.O

ORCA input file:
```
! RIJCOSX wB97M-V def2-TZVPD def2/J DEFGRID3
* xyz 0 1
C -0.518 3.237 -0.999
N 0.628 2.347 -1.105
C 0.331 0.915 -1.196
C 1.707 0.374 -1.790
C 1.817 -1.083 -2.384
N 0.590 -1.825 -2.688
C -0.034 0.268 0.141
O -0.668 -0.968 -0.120
H -0.370 4.151 -0.424
H -0.794 3.565 -2.007
H -1.443 2.869 -0.549
H 1.243 2.557 -0.335
H -0.446 0.774 -1.945
H 1.833 1.021 -2.667
H 2.517 0.604 -1.105
H 2.361 -0.993 -3.324
H 2.464 -1.635 -1.720
H -0.235 -1.483 -2.229
H 0.339 -1.599 -3.651
H 0.860 0.019 0.752
H -0.648 0.938 0.733
H -1.183 -1.471 0.545
H -1.776 0.747 -4.682
H -2.490 1.228 -3.263
O -1.694 1.035 -3.778
H 0.096 -0.509 2.774
H -0.310 -1.851 3.642
O 0.056 -0.967 3.624
H -2.281 2.451 3.256
H -0.804 3.071 3.607
O -1.356 2.525 3.012
H 2.653 -1.865 0.597
H 3.864 -2.489 -0.127
O 3.608 -1.929 0.611
H 0.686 -4.100 2.690
H 0.413 -3.188 1.445
O 0.106 -3.410 2.367
H -3.403 -1.727 -1.040
H -2.293 -0.735 -1.329
O -3.267 -0.792 -1.201
H 4.304 1.480 1.428
H 3.053 1.788 0.625
O 3.351 1.515 1.502
H -3.267 0.750 0.053
H -4.166 0.604 1.340
O -3.416 1.069 0.968
H -2.752 -2.098 2.078
H -1.373 -2.895 2.098
O -2.097 -2.554 1.532
H 1.508 3.018 1.737
H 0.009 2.716 1.973
O 0.626 3.420 1.721
H 0.560 -3.638 -0.817
H 0.548 -2.187 -0.236
O 0.948 -3.069 -0.138
*
```

=====

b | Molecular formula: C5H36N2O12
Method: DFT, ωB97M-V/def2-TZVPD

ORCA input file:
```
! RIJCOSX wB97M-V def2-TZVPD def2/J DEFGRID3
* xyz 0 1
C 1.138 0.143 2.451
N 0.986 -0.015 0.999
C -0.138 -0.952 0.743
C -0.611 -0.825 -0.688
O -1.972 -1.217 -0.816
C 0.208 -2.402 1.101
N -1.083 -3.063 1.328
C -0.083 0.817 3.120
H 1.969 0.831 2.645
H 1.420 -0.801 2.900
H 0.853 0.884 0.516
H -0.996 -0.611 1.353
H 0.040 -1.364 -1.385
H -0.612 0.226 -0.986
H -2.061 -2.092 -0.424
H 0.863 -2.440 1.970
H 0.610 -2.836 0.161
H -1.036 -4.065 1.326
H -1.617 -2.614 2.065
H -0.617 1.404 2.368
H 0.309 1.534 3.852
H -0.777 0.144 3.590
H -0.688 2.855 0.261
H -1.740 3.925 0.846
O -1.638 3.045 0.466
H -1.718 -2.345 3.587
H -2.908 -1.708 2.820
O -2.295 -2.470 2.830
H -3.366 -0.001 1.583
H -4.866 -0.242 2.076
O -3.959 -0.438 2.263
H 1.550 2.906 -0.426
H 0.483 2.293 -1.416
O 0.733 2.401 -0.457
H 4.067 0.762 -2.701
H 2.843 0.086 -3.404
O 3.318 0.939 -3.279
H 3.244 3.911 -1.659
H 2.928 2.536 -2.336
O 3.074 2.985 -1.477
H -3.003 0.037 -3.109
H -2.307 -1.316 -3.136
O -2.759 -0.680 -3.708
H 2.542 -2.123 -3.215
H 2.631 -1.284 -1.832
O 2.161 -1.401 -2.706
H 0.786 0.533 -3.028
H 1.718 1.629 -3.094
O 0.771 1.489 -2.901
H -2.451 0.110 -0.485
H -2.483 1.543 0.393
O -2.779 0.616 0.279
H 3.683 -0.068 -0.790
H 2.393 -0.383 -0.069
O 3.241 -0.824 -0.367
*
```

=====

Least stable of them? b.